(1)
Formula: C26H25FN3O7S2
Source: the OMol25 dataset
Level of theory: ωB97M-V with the def2-TZVPD basis set

Calculated total energy (eV): -70558.9288
Gap between HOMO and LUMO (eV): 6.87
Lowest unoccupied orbital energy (eV): 2.657

Structure (ORCA input):
```
! RIJCOSX wB97M-V def2-TZVPD def2/J DEFGRID3
* xyz -1 1
S -2.84 5.56 1.31
S -5.08 3.84 2.13
F -3.70 3.48 0.00
O -1.60 1.28 -0.23
O -5.45 -0.87 0.90
O -6.11 3.34 1.25
O -2.60 6.00 -0.06
O -3.19 1.29 4.28
O -1.77 5.61 2.29
O -4.87 3.27 3.45
N -4.33 0.21 2.59
N -3.46 0.14 0.38
N 2.94 3.92 -0.81
C 4.50 2.66 0.60
C -0.50 3.58 0.38
C 0.56 3.92 -0.43
C 2.78 4.79 -1.95
C 1.48 4.54 -2.69
C -5.30 5.60 2.40
C 2.07 2.96 1.25
C -3.53 3.94 1.27
C 1.88 3.61 -0.01
C -3.29 1.02 3.08
C -4.34 7.80 2.16
C 0.28 4.57 -1.74
C -5.35 -0.31 3.49
C -2.39 0.99 0.67
C -4.49 -0.21 1.27
C -0.34 2.93 1.61
C -2.35 1.51 2.05
C -6.47 6.14 2.94
C -4.25 6.42 2.01
C -6.58 7.52 3.06
C 0.97 2.64 2.04
C -1.52 2.54 2.39
C -3.60 -0.41 -0.95
C -5.52 8.35 2.67
C 3.44 2.57 1.69
C 4.30 3.85 -0.32
H -3.47 -1.50 -0.90
H -3.49 8.42 1.88
H -6.34 0.00 3.14
H 1.53 3.57 -3.18
H 3.64 4.62 -2.61
H -5.60 9.43 2.78
H -5.14 0.07 4.48
H -2.84 0.04 -1.59
H 4.96 3.77 -1.19
H 4.47 1.75 -0.01
H 1.36 5.32 -3.45
H 5.49 2.74 1.05
H 1.09 2.10 2.99
H 4.55 4.79 0.21
H -1.66 2.99 3.37
H -0.06 5.61 -1.58
H 2.82 5.84 -1.62
H -5.31 -1.40 3.47
H 3.73 3.18 2.56
H -7.50 7.94 3.45
H -0.58 4.07 -2.23
H 3.41 1.53 2.05
H -1.51 3.74 0.01
H -7.27 5.47 3.25
H -4.61 -0.21 -1.33
*
```

Mulliken population analysis, charges in e, atoms 1 to 8: 1.457 1.317 -0.352 -0.700 -0.671 -0.729 -0.683 -0.671


(2)
Formula: C26H25N2OS5SeTi
Source: the OMol25 dataset
Level of theory: ωB97M-V with the def2-TZVPD basis set

⟨S²⟩: 0.755
Calculated total energy (eV): -175036.0866
Gap between HOMO and LUMO (alpha / beta) (eV): 6.25 / 6.33
Lowest unoccupied orbital energy (alpha / beta) (eV): -0.253 / -0.185

Structure (ORCA input):
```
! RIJCOSX wB97M-V def2-TZVPD def2/J DEFGRID3
* xyz 0 2
Se -2.27 -1.59 1.82
Ti 0.54 -0.19 0.59
S 3.06 -0.45 0.89
S 0.98 2.21 1.20
S -1.58 0.44 -0.50
S 0.44 -2.25 -0.66
S 0.05 -0.50 3.93
O 0.56 -0.60 2.51
N -6.11 -2.56 -0.73
N 1.30 0.58 -1.36
C -5.09 -3.41 -0.64
C -4.90 -1.10 0.73
C 2.71 2.28 1.45
C 2.57 0.34 -1.75
C -0.97 0.99 3.95
C 0.93 1.77 -3.40
C 3.42 -0.54 -0.89
C -3.95 -3.18 0.10
C -6.00 -1.44 -0.04
C 3.59 1.20 1.31
C -1.30 -3.06 -2.55
C -2.42 -2.98 -3.36
C 3.25 3.51 1.82
C -2.98 -0.87 -2.39
C 5.47 2.59 1.92
C -3.28 -1.89 -3.28
C -0.99 -2.04 -1.65
C 1.51 0.15 4.79
C -0.87 1.63 -1.69
C -3.82 -1.99 0.81
C 2.24 1.54 -3.80
C 4.60 3.67 2.05
C -1.85 -0.94 -1.59
C 0.51 1.29 -2.17
C 4.95 1.36 1.56
C 3.07 0.82 -2.95
H -0.65 -3.92 -2.61
H 1.82 1.07 4.32
H 2.61 1.91 -4.74
H -0.84 2.58 -1.15
H -4.17 -1.85 -3.88
H 5.60 0.50 1.47
H 0.24 2.32 -4.02
H 4.48 -0.34 -1.06
H 4.10 0.62 -3.21
H -5.19 -4.33 -1.20
H -4.88 -0.17 1.27
H 2.58 4.35 1.92
H 4.98 4.64 2.33
H 1.27 0.30 5.84
H -1.90 0.75 3.44
H -1.16 1.23 4.99
H -2.65 -3.80 -4.04
H -3.65 -0.03 -2.29
H -0.43 1.80 3.45
H -6.84 -0.75 -0.10
H 6.53 2.71 2.11
H 3.21 -1.59 -1.14
H -3.16 -3.91 0.12
H 2.29 -0.61 4.70
H -1.55 1.74 -2.54
*
```

Mulliken population analysis, charges in e, atoms 1 to 8: -0.467 0.539 -0.234 -0.429 -0.026 -0.486 0.623 -0.729